Record 1
15
Properties=species:S:1:pos:R:3 method="wB97M-V/def2-TZVPD" de_lowest_kj_mol=314.69 total_charge=0 spin_multiplicity=1 e_lumo_ha=0.036 e_homo_ev=-8.360
H 1.2281 -1.3379 0.8255
H 1.0854 2.4775 1.4431
N 0.8773 0.5789 0.6488
C -0.4419 0.8175 0.3753
N -0.9175 -1.0469 -0.9556
N -1.3290 0.1985 -0.3581
H -2.8722 -1.0761 -1.6454
H 1.1755 -0.8747 -0.6876
H -0.7627 1.7541 0.8473
C 1.6845 1.5255 1.4324
H 2.6067 1.6977 0.8999
C -1.8808 -1.5410 -1.6070
N 1.5405 -0.6021 0.2013
H 1.8463 1.1559 2.4554
H -1.6772 -2.5072 -2.0980

Record 2
30
Properties=species:S:1:pos:R:3 method="wB97M-V/def2-TZVPD" de_lowest_kj_mol=65.96 total_charge=0 spin_multiplicity=1 e_lumo_ha=0.032 e_homo_ev=-8.615
N -1.1943 -1.0436 0.7323
H -1.9316 -1.1326 -1.4833
C 0.8061 0.2592 -0.1120
H 2.1861 0.9904 1.4222
H -1.0785 -2.0054 0.4321
H 0.6811 1.8853 1.3586
C 1.5687 -2.3530 0.5191
H -0.7342 -0.9371 1.6268
H -3.3921 2.1847 0.4516
H 1.3381 -2.1464 1.5681
N -0.9419 -0.8985 -1.4642
H 2.3634 1.1323 -1.4500
H -0.9809 2.1778 -0.0190
C -1.5586 1.2915 -0.2897
H 1.1826 2.2763 -0.9674
H -2.5233 1.2246 1.6529
C -2.8000 1.2727 0.5938
H 1.8984 -1.3445 -1.3355
H 0.7273 0.3080 2.1149
H -3.4491 0.4213 0.3679
H -0.7550 -0.3279 -2.2818
C 1.2963 1.2180 -1.2164
C 1.8373 -1.0875 -0.2720
H -1.8693 1.4620 -1.3283
H 0.7601 -2.9374 0.0703
C 1.1069 0.8823 1.2666
H 0.8371 1.1275 -2.2052
C -0.6673 -0.1754 -0.2624
H 2.4516 -3.0042 0.5103
H 2.8351 -0.7205 -0.0002

Record 3
15
Properties=species:S:1:pos:R:3 method="wB97M-V/def2-TZVPD" de_lowest_kj_mol=184.86 s_squared=2.007 total_charge=+1 spin_multiplicity=3 e_lumo_ha="-0.138 / -0.202" e_homo_ev="-12.785 / -12.347"
C -2.7273 1.0986 0.5246
H -3.1676 0.7471 -0.4151
H -2.9369 0.3857 1.3305
H -0.2966 -2.4505 0.8539
C -0.5838 0.2131 0.1223
C -0.6007 -2.2716 -0.1913
H -1.5406 -2.8143 -0.3855
H 1.3268 -0.5141 -1.6237
H -3.1125 2.0888 0.7791
O 0.6737 0.4754 0.1273
O -1.1557 -0.8601 -0.1613
C 1.6844 -0.3987 -0.5939
H 1.8230 -1.3912 -0.1426
O -1.3137 1.2678 0.3727
Ni 3.2646 0.6888 -0.4349

Record 4
25
Properties=species:S:1:pos:R:3 method="wB97M-V/def2-TZVPD" de_lowest_kj_mol=473.69 total_charge=0 spin_multiplicity=1 e_lumo_ha=0.022 e_homo_ev=-7.879
H 2.9269 -1.4665 1.6673
N -0.3517 2.7234 0.2719
O -1.3206 -1.3485 1.2071
N -2.6441 -1.6575 0.8219
H 0.1409 3.5182 0.0980
H -1.4209 0.6199 -2.4658
H 1.7287 -0.6337 2.5901
H 1.7015 -0.5293 -1.6601
C 1.6618 -0.2792 0.3872
H 2.5408 0.3619 0.1905
C 1.8886 -1.1582 1.6508
C -1.8495 0.0617 -0.4119
S 0.2512 1.8813 1.5785
C 0.3076 0.4283 0.5046
H 0.4663 1.9141 -1.6557
C -0.2581 1.6764 -0.8745
C 1.6315 -1.1988 -0.8442
C -2.9841 -0.8373 -0.1243
H 0.6920 -1.6995 -0.8380
H 1.1603 -1.9989 1.5153
H -3.9800 -1.1472 -0.4772
C -0.9395 -0.3050 0.5271
H 2.5374 -1.8206 -0.8843
H -2.3780 1.7318 -1.3730
C -1.5091 1.1634 -1.4016

Record 5
74
Properties=species:S:1:pos:R:3 method="wB97M-V/def2-TZVPD" de_lowest_kj_mol=137.08 total_charge=0 spin_multiplicity=1 e_lumo_ha=0.013 e_homo_ev=-6.892
H 0.7723 -1.5464 2.1725
H 0.2998 -3.2056 -0.2229
H -0.8833 0.9817 5.9831
N 2.7261 -1.7190 2.7367
H 1.0035 -1.0017 3.7806
H -4.9110 2.3871 -4.7493
O 4.1673 3.2372 -5.7058
C 2.7769 2.7648 -2.2277
H -3.0950 3.5623 2.1034
H 0.2327 -0.3535 5.8600
N -2.9488 2.0002 -2.0529
C -1.5960 -0.5889 4.7235
C -4.5438 2.4565 -3.7334
H -0.2943 -2.9648 3.4651
C -3.3733 1.8882 -3.3027
Rb -0.4732 0.2774 -1.2117
C 3.1301 -2.7453 1.8431
H 5.6984 2.3828 -3.6280
H -1.4548 -1.6284 4.4554
H -1.1501 1.2789 3.8624
H 0.1334 -4.2511 1.2404
C -1.5804 -3.7161 -1.6726
H 3.8840 5.2406 -5.4906
C 3.5825 4.3280 -4.9727
N 3.9014 3.1233 -2.8282
H 2.8867 -4.8248 1.5626
C 1.3139 -1.7817 3.0777
H 4.4258 1.2311 -5.5935
C -0.8280 -0.1363 5.9748
H 3.3476 5.1200 -2.9649
C -1.0755 -4.6150 -0.5525
O -0.9038 -2.0629 -3.2878
H -5.4511 4.0113 -0.8543
C -3.2193 2.4699 0.3341
H 1.0395 -3.3252 4.6044
H 3.4115 -4.3179 3.2373
N -1.9438 1.4257 1.8952
N 1.2571 -4.1906 2.6728
C -4.7209 3.4414 -1.4866
C 3.9840 4.3972 -3.5084
C 2.7553 -4.1039 2.3469
H 4.5705 1.1938 -2.9730
N 1.8467 2.3907 -1.6602
C -3.6603 2.6446 -1.1179
H 2.5016 4.3491 -5.0512
H -1.9105 -5.0784 -0.0594
H 4.1766 -2.7029 1.6995
O 0.3795 -2.3090 -1.4463
H -5.9491 3.9120 -3.1623
H -4.6619 2.8336 1.8893
H -4.2143 4.3063 0.9506
N -0.3255 -3.8200 0.4146
N -2.3445 1.5442 0.5890
H -2.4793 -3.2122 -1.3764
C 0.7832 -3.1046 3.5578
C 4.6219 2.1222 -3.5860
H 3.2887 -1.7880 3.6266
S -2.3558 -1.2572 1.6417
H 1.1358 -5.0811 3.0878
H -0.9472 -3.1039 0.8218
H 5.0375 4.7838 -3.4254
H -1.8034 -4.3007 -2.5733
C -0.6014 -2.6546 -2.2222
C -5.1409 3.3143 -2.8365
H 2.9328 1.8838 -4.8534
H -1.1665 -0.6000 6.9367
H 2.6423 -2.5451 0.9082
H -2.6753 -0.4653 4.8209
H -2.7484 1.3240 -3.9312
C -1.8267 0.2442 2.3888
H -0.3354 -5.4108 -0.9671
N -1.1447 0.2673 3.6140
C 3.9643 2.0276 -4.9706
C -3.8740 3.3653 1.3798

Record 6
15
Properties=species:S:1:pos:R:3 method="wB97M-V/def2-TZVPD" de_lowest_kj_mol=215.75 total_charge=0 spin_multiplicity=1 e_lumo_ha=0.024 e_homo_ev=-8.751
N 0.3074 -0.2799 1.5999
N -1.5095 -0.2141 0.1271
H -3.3377 0.5595 -0.3920
H 1.4535 1.9481 -0.2653
C 2.8633 0.3356 -0.9480
C -1.0210 -0.6183 1.2165
C 1.7226 0.9006 -0.1460
H 2.9669 0.8796 -1.8903
C -2.9098 -0.4167 -0.1402
C 1.0123 0.2559 0.7370
H -1.5703 -1.1656 1.9916
H 2.7204 -0.7241 -1.1760
H -3.0275 -1.0567 -1.0208
H -3.4732 -0.8467 0.7016
H 3.8025 0.4426 -0.3950

Record 7
66
Properties=species:S:1:pos:R:3 method="wB97M-V/def2-TZVPD" de_lowest_kj_mol=82.69 s_squared=8.759 total_charge=-1 spin_multiplicity=6 e_lumo_ha="0.058 / 0.054" e_homo_ev="-5.113 / -5.465"
C -2.8782 4.7657 -1.4255
H -4.2369 0.8001 -0.9439
C -3.2338 -2.5407 0.8821
H 0.2461 -5.5125 0.5097
O -2.1932 1.1656 -1.0567
O -5.6771 -3.7138 3.9455
N -4.7529 -2.9725 4.2400
C -2.8380 -1.6065 3.4587
C -4.0850 -2.9435 1.8965
H -0.4065 -2.4676 -1.9979
H -3.2154 -0.4429 -1.7105
H 5.9921 0.0599 0.1372
H 0.4176 -3.9899 -2.4286
C -3.0973 3.3970 -1.3559
C 2.4384 -4.3628 -0.4428
N -3.5507 -3.0223 -0.4598
C 5.0334 4.6753 -0.9740
H 2.1798 -5.2057 -1.0932
C 3.8452 3.9900 -0.8817
O -0.5699 0.6989 1.9321
C 5.0497 1.9523 -0.3800
O -4.4464 -3.8460 -0.5809
P 0.9798 -3.2425 -0.1591
C -0.7548 3.0442 -0.8506
H 3.2541 -3.7980 -0.9043
N 0.2871 2.0981 -0.5982
C 3.8230 2.6098 -0.5863
C -1.9999 -1.1643 2.4736
H 5.0288 5.7326 -1.2130
C -3.3901 0.6234 -1.6081
H 3.9267 -1.2394 0.1381
H -4.0959 3.0118 -1.5054
H 7.1868 4.5605 -0.8370
O -1.2428 -1.3933 0.2524
H -4.9149 -3.5924 1.6678
H -0.8026 -4.2680 1.1953
C -3.8678 -2.5107 3.1733
H -3.7045 5.4277 -1.6522
C -0.2560 -4.5653 0.2996
H -2.6975 -1.2306 4.4624
C 2.5738 1.8518 -0.5170
C -0.5578 4.4147 -0.9263
N 1.4475 2.5881 -0.6568
C -1.6066 5.2728 -1.2227
O -4.5268 -2.5973 5.3745
O -2.9465 -2.5621 -1.4112
C -2.1177 -1.6762 1.1330
H -1.4246 6.3383 -1.2963
C -2.0463 2.5349 -1.0786
H -0.9753 -4.7186 -0.5086
C 6.2519 2.6761 -0.4690
H -3.5887 1.0611 -2.5867
H 2.7931 -4.7535 0.5138
O 1.6294 -0.3187 -0.4927
H 2.9018 4.4923 -1.0416
C 2.6328 0.4200 -0.3666
C 0.5294 -3.0227 -1.9328
H 7.1887 2.1512 -0.3069
C 5.0459 0.5450 -0.0819
C 6.2538 4.0150 -0.7637
C 3.9200 -0.1792 -0.0831
H 0.4397 4.7927 -0.7542
C -0.9747 -0.0860 2.8656
O -0.6766 -0.0035 4.0512
H 1.3167 -2.4476 -2.4254
Mn -0.2636 0.2297 -0.0349

Record 8
80
Properties=species:S:1:pos:R:3 method="wB97M-V/def2-TZVPD" total_charge=+2 spin_multiplicity=1 e_lumo_ha=-0.362 e_homo_ev=-12.630
H 1.5317 -2.1105 -2.8499
H 8.2678 -6.3576 1.3919
C -12.4130 0.7120 4.1083
O -1.5137 0.9442 0.9634
O 1.7748 3.6514 -2.2378
V -1.3820 -0.2840 2.2125
H 1.0224 4.9325 -6.2980
H -13.4011 0.8475 4.5571
C 3.9035 -0.7849 -0.4132
O 1.3221 -3.3347 -0.9903
Cl 10.7068 1.0764 1.9325
H -13.1293 0.6190 2.0690
H -10.9012 0.0532 2.1557
C 3.0950 1.5476 1.1065
H 1.8032 -2.8967 1.1488
O -11.1134 1.0010 2.1065
C 2.3625 -1.0555 -0.9031
C 1.1486 -0.0138 -0.4163
C 4.2244 0.4867 0.5705
C 5.3173 -1.5612 -0.7065
B -6.7136 -1.0910 0.7839
S 2.2198 4.2182 -3.4935
Cl 10.3461 3.9628 1.7843
O -5.5278 -1.2929 1.6226
O -9.9042 -1.7792 1.8670
O -3.5113 -0.2733 1.7346
O 6.5799 1.1710 1.5868
C 7.8379 -4.2715 1.0632
H 6.7655 -1.6134 0.8383
H 0.0256 2.6016 -4.5889
H 0.0971 5.2609 -3.4235
C 0.9032 5.2241 -4.1614
O -6.4012 0.0201 -0.1207
Cl 9.1241 2.4518 3.9541
Mg -5.9042 0.5369 4.7503
H -12.1382 -0.3458 4.1734
H 1.2783 6.2325 -4.3538
O -4.5798 1.3331 -0.3985
C 5.8352 0.3465 0.8413
H 2.8919 3.1928 -5.5089
H 0.6422 2.5127 -6.2482
H -11.6774 1.2689 4.6978
H 1.9238 -4.7270 0.6076
H 3.2706 -3.5101 0.0903
H 8.9018 -4.0185 1.0801
N 6.4121 -0.8993 0.1373
H 7.3820 -3.9694 2.0101
H -0.6074 4.7282 -5.6482
C 0.4517 4.5369 -5.4491
H 2.3741 1.9765 -4.2992
C 7.6432 -5.7359 0.7440
H -12.6589 2.2426 2.6092
Br 7.0695 -3.1385 -0.3260
H 8.7018 2.2804 1.6417
H 3.4026 2.4210 1.8220
F 7.8863 -2.3927 -2.1230
Br -0.2042 2.0676 -0.3665
C 2.1019 -3.6221 0.2524
C 9.6001 2.4238 2.2475
O -1.2503 -1.5123 3.4617
C -4.6206 -0.3844 1.2380
C 0.7372 3.0437 -5.2965
O 3.4757 4.9303 -3.6211
Br 5.8130 -6.3009 1.1110
C 1.5303 1.2679 0.5866
C -12.4053 1.1801 2.6678
O -8.8600 -3.6422 -0.0593
C 2.0809 -2.3739 -1.8504
C -8.2782 -2.6653 0.3836
O 5.6502 -2.5621 -1.5252
C -8.8008 -1.7328 1.3478
H 3.0889 -2.9008 -2.1256
Be -3.2137 -0.2371 4.7992
O -7.8894 -0.7841 1.6046
C -5.1553 0.4197 0.1704
H 7.8513 -5.9840 -0.3003
O -7.0358 -2.3067 0.0301
C 2.1508 2.9486 -4.7420
H 0.6473 1.9933 0.9306
H 0.0180 -0.1998 -0.7487